(1)
Here is a structure of composition C46H49F3GeN4O6RbS from the OMol25 dataset. Energies are from ωB97M-V/def2-TZVPD.

Summary:
Multiplicity   2
Relative energy (zero: lowest compared OMol25 entry of this formula, charge and spin)   54.4 kJ/mol
Total charge   0
Kohn-Sham gap (alpha / beta)   5.57 / 8.36 eV
Total energy   -142901.6564 eV
<S²>   0.757

Geometry (Å):
Rb  -0.307  0.671  -0.342
C  -1.414  -2.365  1.727
O  -1.966  -1.055  1.666
C  -1.514  -0.254  2.747
C  -2.239  1.073  2.731
O  -1.682  2.040  1.849
C  -0.902  3.039  2.485
C  0.371  2.480  3.100
O  1.130  1.770  2.151
C  1.967  2.596  1.352
H  -1.678  -2.843  2.679
H  -0.326  -2.333  1.611
H  -1.831  -2.939  0.899
H  -0.426  -0.118  2.680
H  -1.722  -0.766  3.698
H  -2.280  1.475  3.749
H  -3.267  0.893  2.406
H  -1.495  3.550  3.253
H  -0.670  3.761  1.702
H  0.116  1.775  3.895
H  0.964  3.280  3.559
H  2.711  3.105  1.975
H  1.387  3.338  0.790
H  2.472  1.935  0.649
N  -1.599  4.431  -3.042
C  -2.807  4.489  -2.382
C  -2.572  3.944  -1.155
N  -1.263  3.557  -1.044
C  -0.702  3.853  -2.193
C  0.679  3.543  -2.526
N  1.351  2.559  -1.983
C  2.602  2.593  -2.540
C  2.689  3.616  -3.437
N  1.448  4.220  -3.428
H  -1.451  4.618  -4.017
H  -3.694  4.897  -2.840
H  -3.278  3.803  -0.347
H  3.353  1.865  -2.267
H  3.486  3.962  -4.076
H  1.204  5.069  -3.902
C  0.053  -2.367  6.345
C  0.560  -3.378  5.537
C  1.398  -3.070  4.475
C  1.751  -1.747  4.191
C  1.230  -0.743  5.015
C  0.396  -1.046  6.082
Ge  2.765  -1.258  2.600
C  3.587  -2.765  1.704
C  4.973  -2.876  1.594
C  5.549  -3.957  0.942
C  4.744  -4.944  0.384
C  3.362  -4.831  0.466
C  2.790  -3.746  1.116
C  4.044  0.180  2.939
C  4.715  0.758  1.858
C  5.637  1.776  2.059
C  5.900  2.242  3.342
C  5.238  1.677  4.425
C  4.324  0.652  4.222
H  -0.599  -2.608  7.176
H  0.304  -4.412  5.737
H  1.788  -3.874  3.858
H  1.481  0.295  4.816
H  0.016  -0.247  6.709
H  5.616  -2.109  2.017
H  6.628  -4.026  0.866
H  5.192  -5.789  -0.126
H  2.725  -5.582  0.012
H  1.709  -3.640  1.126
H  4.494  0.419  0.849
H  6.150  2.212  1.209
H  6.620  3.036  3.498
H  5.439  2.028  5.432
H  3.827  0.212  5.082
O  -2.324  -0.009  -1.739
S  -2.362  -1.496  -1.618
C  -4.056  -1.903  -1.095
C  -5.136  -1.330  -1.962
C  -5.904  -2.159  -2.777
C  -6.874  -1.626  -3.616
C  -7.090  -0.255  -3.641
C  -6.332  0.577  -2.829
C  -5.359  0.048  -1.994
C  -2.354  -2.171  -3.335
C  -2.224  -1.073  -4.355
C  -3.351  -0.587  -5.010
C  -3.231  0.449  -5.927
C  -1.988  1.009  -6.189
C  -0.862  0.530  -5.532
C  -0.980  -0.510  -4.621
H  -4.088  -1.536  -0.065
H  -4.110  -2.995  -1.042
H  -5.742  -3.233  -2.754
H  -7.462  -2.285  -4.246
H  -7.850  0.164  -4.290
H  -6.497  1.648  -2.848
H  -4.747  0.696  -1.380
H  -3.264  -2.750  -3.500
H  -1.502  -2.851  -3.370
H  -4.324  -1.017  -4.801
H  -4.113  0.815  -6.441
H  -1.896  1.809  -6.916
H  0.113  0.960  -5.731
H  -0.100  -0.879  -4.109
F  2.151  -0.491  -3.045
C  2.234  -1.567  -2.220
F  1.375  -2.481  -2.719
F  3.465  -2.077  -2.373
C  1.927  -1.134  -0.745
O  2.707  -0.272  -0.311
O  0.901  -1.618  -0.242

(2)
Here is a cluster of 2 separate species, C4H10N2 in total from the OMol25 dataset. Energies are from ωB97M-V/def2-TZVPD.

Summary:
Multiplicity   1
Relative energy (zero: lowest compared OMol25 entry of this formula, charge and spin)   270.6 kJ/mol
Total charge   0
Kohn-Sham gap   10.77 eV
SMILES string   C/C=N/C.C=N
Total energy   -7287.8149 eV

Geometry (Å):
C  -1.431  1.696  0.323
C  -0.996  0.389  -0.251
N  -1.082  -0.628  0.502
C  -0.662  -1.953  0.002
H  -0.828  2.473  0.008
H  -2.332  2.020  -0.129
H  -1.346  1.426  1.394
H  -0.527  0.406  -1.284
H  -1.547  -2.592  0.090
H  -0.434  -1.945  -1.087
H  0.133  -2.289  0.462
C  2.381  -0.081  0.211
N  2.091  1.122  -0.121
H  2.961  -0.234  1.091
H  2.102  -0.935  -0.213
H  1.516  1.125  -0.998

(3)
Here is the molecule C23H27N3O2S2 from the OMol25 dataset. Energies are from ωB97M-V/def2-TZVPD.

Summary:
Multiplicity   1
Relative energy (zero: lowest compared OMol25 entry of this formula, charge and spin)   264.1 kJ/mol
Total charge   0
Kohn-Sham gap   8.05 eV
SMILES string   C[C@@H](NS(=O)(=O)c1ccccc1)[C@@H](c1cccs1)N1CCN(c2ccccc2)CC1
Total energy   -54524.4969 eV

Geometry (Å):
C  3.091  -1.515  -0.234
C  1.629  -1.465  0.193
N  1.401  -2.203  1.417
S  0.204  -3.357  1.427
O  0.052  -3.939  0.122
O  0.465  -4.206  2.550
C  -1.210  -2.316  1.753
C  -1.317  -1.718  2.993
C  -2.350  -0.824  3.224
C  -3.255  -0.539  2.213
C  -3.149  -1.159  0.978
C  -2.119  -2.058  0.747
C  1.098  -0.020  0.406
C  1.893  0.646  1.483
C  1.648  0.656  2.821
C  2.632  1.353  3.558
C  3.606  1.866  2.766
S  3.345  1.507  1.102
N  1.153  0.814  -0.790
C  0.459  2.083  -0.601
C  -1.069  1.942  -0.706
N  -1.476  1.343  -1.960
C  -1.741  2.132  -3.073
C  -2.335  1.552  -4.202
C  -2.667  2.311  -5.304
C  -2.432  3.676  -5.319
C  -1.862  4.267  -4.207
C  -1.517  3.512  -3.101
C  -0.819  0.061  -2.132
C  0.707  0.231  -2.045
H  3.345  -2.521  -0.562
H  3.266  -0.816  -1.046
H  3.738  -1.245  0.597
H  1.006  -1.957  -0.561
H  2.213  -2.448  1.956
H  -0.595  -1.971  3.754
H  -2.448  -0.347  4.188
H  -4.053  0.166  2.391
H  -3.861  -0.939  0.197
H  -2.006  -2.573  -0.195
H  0.068  -0.142  0.790
H  0.790  0.181  3.262
H  2.608  1.467  4.627
H  4.465  2.439  3.052
H  0.726  2.500  0.371
H  0.819  2.762  -1.380
H  -1.556  2.908  -0.579
H  -1.428  1.284  0.096
H  -2.559  0.496  -4.208
H  -3.124  1.832  -6.158
H  -2.693  4.268  -6.183
H  -1.671  5.330  -4.198
H  -1.059  4.013  -2.262
H  -1.077  -0.373  -3.096
H  -1.165  -0.613  -1.341
H  1.204  -0.721  -2.219
H  1.022  0.924  -2.835

Number 2 is which compound? C4H10N2